1.
Molecular formula: C2H3BrFNO2
Method: DFT, ωB97M-V/def2-TZVPD

The strongest force on any atom is 5.2 eV Å⁻¹. For the total energy, the calculation gives -2956.9580 Eh. The value obtained for the frontier orbital gap is 10.27 eV. The value obtained for the molar mass is 172.0 g mol⁻¹. For the energy above the lowest of the compared OMol25 structures with the same formula, charge and spin, the calculation gives 138.2 kJ/mol. The LUMO energy is -0.443 eV. Its HOMO energy is -10.7171 eV.

Structure (XYZ):
```
10
C2H3BrFNO2 (ωB97M-V/def2-TZVPD)
C -0.31457 0.12788 -0.42015
C 1.09507 -0.52359 0.74193
N -1.44229 0.42216 0.52138
O -1.29677 1.43154 1.18274
O -2.44461 -0.30015 0.50656
F 1.18299 -1.81737 0.76251
Br 2.66671 0.32567 0.06311
H 0.22938 0.86500 -0.95498
H -0.69809 -0.62913 -0.99953
H 1.03360 0.03678 1.73556
```


2.
Molecular formula: CH3N2O
Method: DFT, ωB97M-V/def2-TZVPD

The strongest force on any atom is 4.5 eV Å⁻¹. For the total energy, the calculation gives -224.4993 Eh. The value obtained for the frontier orbital gap (alpha / beta) is 6.89 / 6.90 eV. The charge is -1. The value obtained for the molar mass is 59.0 g mol⁻¹. For the energy above the lowest of the compared OMol25 structures with the same formula, charge and spin, the calculation gives 231.3 kJ/mol. The LUMO energy (alpha / beta) is 5.094 / 5.094 eV. Its HOMO energy (alpha / beta) is -1.8006 / -1.8025 eV.

Structure (XYZ):
```
7
CH3N2O (ωB97M-V/def2-TZVPD)
C -0.36349 -0.52966 0.06252
N -0.19258 -1.82938 0.37769
N -0.03137 1.38402 0.04102
O 0.03401 1.65240 -1.22151
H -1.13156 -0.37835 -0.69568
H 0.94302 1.57860 0.44740
H 0.74197 -1.87764 0.98856
```


3.
Molecular formula: C21H17MoN7O6SSe3Te
Method: DFT, ωB97M-V/def2-TZVPD

The strongest force on any atom is 0.8 eV Å⁻¹. For the total energy, the calculation gives -9584.1611 Eh. The value obtained for the frontier orbital gap (alpha / beta) is 6.25 / 6.26 eV. The value obtained for the molar mass is 955.9 g mol⁻¹. For the energy above the lowest of the compared OMol25 structures with the same formula, charge and spin, the calculation gives 7.3 kJ/mol. The LUMO energy (alpha / beta) is -0.948 / -0.963 eV. Its HOMO energy (alpha / beta) is -7.1997 / -7.2200 eV.

Structure (XYZ):
```
57
C21H17MoN7O6SSe3Te (ωB97M-V/def2-TZVPD)
Mo -0.00590 -1.08780 -1.21806
O -0.36336 -2.13192 4.80838
C -0.04095 -1.80165 3.54900
C -0.30881 -0.52966 3.04848
C -0.19582 -0.34123 1.69688
N 0.25656 -1.29733 0.89612
C 0.71155 -2.44289 1.39204
C 0.57360 -2.74892 2.72870
C 1.33688 -3.28578 0.31450
O 1.83266 -4.36266 0.53615
O 1.27226 -2.69899 -0.85929
C -0.55609 0.88393 0.92917
O -0.89403 1.92415 1.44855
O -0.42976 0.70081 -0.36533
H -1.09721 -1.56574 5.09459
H -0.67995 0.25750 3.68520
H 0.88130 -3.71511 3.10224
N 3.63454 0.34066 -3.10872
C 3.83971 1.20151 -2.04522
C 4.82551 2.14798 -1.79557
C 4.72941 2.83612 -0.60322
C 3.69029 2.58683 0.30531
C 2.71300 1.64678 0.05107
C 2.79275 0.94604 -1.15071
N 1.97846 -0.04147 -1.68792
C 2.51472 -0.36945 -2.83835
C 1.92446 -1.42193 -3.63627
C 2.37288 -2.04692 -4.75114
S 1.30128 -3.31570 -5.17127
C 0.32362 -2.94323 -3.82668
N 0.74587 -1.92693 -3.13597
H 4.20038 0.26168 -3.93456
H 5.62795 2.33556 -2.49654
H 5.47235 3.58417 -0.36118
H 3.65387 3.14946 1.22837
H 1.91582 1.47080 0.75617
H 3.26456 -1.84839 -5.32141
H -0.54816 -3.51861 -3.56424
Se -1.94794 -2.31906 -0.76869
Se -3.67726 -2.24201 -2.41914
Te -2.52478 -1.18665 -4.36830
Se -1.13668 0.41548 -3.06276
C -3.82837 3.29768 1.40524
N -3.94478 1.94564 1.91533
C -3.61177 1.61546 3.28506
C -3.29940 0.11982 3.17654
O -2.99091 -0.57752 4.13159
N -3.35315 -0.25254 1.86420
C -3.65540 0.84325 1.17593
N -3.68869 0.85637 -0.15741
H -4.24903 3.98519 2.13667
H -4.41515 3.40674 0.49314
H -2.78614 3.56489 1.21334
H -4.42782 1.80921 3.98079
H -2.71303 2.14688 3.61222
H -3.38430 0.02314 -0.64058
H -3.63162 1.71639 -0.67244
```